# 1
Computed, not measured: a 6-piece molecular cluster, H12O6 overall in a non-equilibrium geometry, with ωB97M-V/def2-TZVPD.

Element x y z (Å)
O: 0.168 -1.033 -1.121
H: 0.792 1.001 1.482
H: -0.076 1.546 -0.227
H: -2.723 -0.793 -0.920
H: -0.273 -0.266 -1.522
H: -1.053 2.317 -1.223
O: 1.315 1.398 0.794
O: -0.344 -0.695 1.542
H: -2.247 0.410 -0.184
O: 2.805 -0.488 -0.514
H: 2.993 -1.368 -0.048
H: -0.080 -0.959 -0.235
O: -0.967 1.484 -0.727
H: -0.353 -1.218 2.335
O: -2.594 -0.501 -0.045
H: 1.977 -0.719 -0.968
H: 1.884 0.695 0.428
H: -1.223 -0.810 1.154

Atomic forces in eV per Å
0.580 -0.033 -3.009
-0.250 -0.524 0.476
-0.901 -0.019 -0.449
-0.270 -0.921 -1.567
0.214 -0.194 0.009
0.053 -0.461 0.356
0.011 0.928 -0.602
0.131 0.191 0.099
-0.082 -0.326 0.154
0.563 -2.191 1.094
-0.140 1.994 -0.885
-0.366 -0.095 2.442
1.094 0.942 0.044
0.087 -0.400 0.538
0.114 1.100 1.629
-0.376 0.066 -0.267
0.191 -0.106 0.072
-0.653 0.048 -0.136

HOMO level ... -11.185 eV
Relative energy (zero: lowest compared OMol25 entry of this formula, charge and spin) ... 47.6 kJ/mol
SMILES string ... O.O.O.O.O.O
HOMO-LUMO gap ... 11.7 eV

---

# 2
Computed, not measured: a 6-piece molecular cluster, H12O6 overall, with ωB97M-V/def2-TZVPD.

Element x y z (Å)
H: -3.690 0.910 -0.145
O: -0.082 2.640 -0.443
H: -1.505 -0.099 2.849
H: 2.179 0.015 -1.499
H: 0.657 3.231 -0.589
H: -2.801 -0.088 0.566
O: -3.675 0.013 0.188
O: -1.594 -0.528 1.998
H: 1.490 -1.940 -0.238
O: 0.712 -0.198 -0.406
H: 3.487 0.596 -1.992
H: 1.052 -3.389 -0.245
O: 2.701 0.140 -2.292
H: -0.209 2.645 0.506
H: -1.102 -1.344 2.089
H: 0.673 0.749 -0.275
H: -0.097 -0.528 -0.015
O: 1.802 -2.826 -0.056

Atomic forces in eV per Å
-0.090 0.186 -0.179
0.002 -0.401 -0.008
-0.071 0.185 0.215
-0.290 -0.303 0.086
0.222 0.243 -0.171
0.207 -0.130 0.362
-0.326 -0.001 -0.236
0.219 0.051 -0.237
0.095 0.457 -0.150
0.096 -0.441 0.203
0.273 0.039 -0.046
-0.083 -0.236 -0.119
0.247 0.223 -0.324
-0.170 0.164 0.344
0.119 -0.344 0.054
-0.234 0.670 -0.166
-0.323 -0.006 0.079
0.108 -0.356 0.294

HOMO level ... -10.940 eV
Relative energy (zero: lowest compared OMol25 entry of this formula, charge and spin) ... 132.0 kJ/mol
SMILES string ... O.O.O.O.O.O
HOMO-LUMO gap ... 10.8 eV

---

# 3
Computed, not measured: a 6-piece molecular cluster, H12O6 overall in a non-equilibrium geometry, with ωB97M-V/def2-TZVPD.

Element x y z (Å)
O: -3.543 -1.189 -0.126
O: -1.463 1.048 2.040
O: -1.573 -1.555 -1.674
H: 0.312 -1.601 1.061
H: -0.583 0.702 1.851
H: 1.211 -0.889 0.063
O: 0.628 4.277 -1.017
H: 5.477 -1.989 -0.018
O: 4.802 -1.308 -0.112
O: 1.212 -1.276 0.946
H: -4.494 -1.308 -0.235
H: 4.054 -1.771 -0.505
H: -2.331 -1.914 -2.150
H: 1.445 4.704 -0.734
H: -1.555 -0.626 -1.930
H: 0.734 3.361 -0.737
H: -1.314 1.984 2.213
H: -3.465 -0.633 0.657

Atomic forces in eV per Å
-0.734 0.090 0.286
0.092 0.087 -0.080
0.784 -0.019 -0.691
0.009 -0.141 -0.110
0.029 -0.098 0.039
-0.029 -0.104 0.025
0.126 -0.098 0.123
-0.043 0.104 0.021
0.028 -0.154 -0.118
-0.135 0.248 0.006
-0.002 0.015 0.101
0.011 0.050 0.117
0.063 0.062 0.276
-0.080 0.012 -0.055
-0.112 -0.111 0.089
-0.041 0.077 -0.061
-0.094 -0.073 0.006
0.127 0.053 0.027

HOMO level ... -10.827 eV
Relative energy (zero: lowest compared OMol25 entry of this formula, charge and spin) ... 180.1 kJ/mol
SMILES string ... O.O.O.O.O.O
HOMO-LUMO gap ... 11.0 eV

---

# 4
Computed, not measured: a 6-piece molecular cluster, H12O6 overall in a non-equilibrium geometry, with ωB97M-V/def2-TZVPD.

Element x y z (Å)
O: 0.935 -0.606 0.106
H: -2.887 -0.130 -1.207
H: -1.754 0.630 -1.576
H: 0.766 2.190 -1.704
H: 1.272 -2.028 -0.722
O: 1.197 -2.845 -1.262
O: -1.299 1.198 1.135
H: 0.857 0.931 3.638
H: -0.542 1.178 1.722
O: 0.513 1.293 -1.635
H: 0.404 -0.510 3.334
H: 0.299 -2.729 -1.618
O: 0.600 0.325 2.891
H: -1.012 0.577 0.451
H: 0.836 0.138 -0.535
O: -1.995 -0.290 -1.478
H: 0.716 0.915 -2.506
H: 1.095 -0.237 0.967

Atomic forces in eV per Å
-0.146 0.211 -0.695
-1.217 -0.609 0.444
0.918 0.425 -0.282
0.442 1.634 0.107
0.115 -0.553 -0.039
-0.527 0.424 -0.247
-0.112 0.160 -0.604
-0.291 -0.856 -1.173
-0.068 -0.005 0.434
-0.459 -1.250 -0.965
-0.116 0.024 -0.186
0.404 -0.309 0.102
0.765 0.784 1.631
-0.365 -0.143 0.001
0.217 -0.430 0.738
0.316 0.207 -0.194
-0.106 -0.009 0.305
0.226 0.296 0.623

HOMO level ... -10.043 eV
Relative energy (zero: lowest compared OMol25 entry of this formula, charge and spin) ... 123.0 kJ/mol
SMILES string ... O.O.O.O.O.O
HOMO-LUMO gap ... 10.2 eV

---

# 5
Computed, not measured: a 6-piece molecular cluster, H12O6 overall in a non-equilibrium geometry, with ωB97M-V/def2-TZVPD.

Element x y z (Å)
H: 0.677 -1.185 0.510
H: -3.106 -0.187 -1.952
H: -3.005 1.968 -0.057
H: -2.143 0.996 -0.760
O: -2.172 -0.384 -1.949
O: 2.276 1.178 -1.325
H: -1.804 0.299 -2.588
H: 1.603 0.544 -1.053
H: 0.380 -2.171 2.321
O: -2.164 1.908 -0.551
O: 0.537 -0.545 -0.193
H: 1.574 -0.320 2.012
H: -0.065 -0.926 -0.830
H: 1.762 1.956 -1.473
H: 1.675 -2.634 2.497
H: 1.118 1.012 1.424
O: 1.685 0.611 2.097
O: 1.177 -2.117 1.867

Atomic forces in eV per Å
0.204 -0.249 -0.318
-0.576 -0.127 -0.121
0.675 0.383 -0.227
0.560 -1.663 -0.329
1.127 0.958 -1.335
0.424 -0.343 -0.235
-0.569 -1.263 1.040
0.171 -0.414 0.355
-3.026 0.294 0.941
-1.119 1.719 0.972
-0.383 0.333 -0.283
-0.018 -0.889 -0.129
-0.357 -0.264 -0.107
-0.285 1.024 -0.211
1.256 -0.269 -0.149
0.274 -0.210 0.105
0.002 1.604 0.363
1.638 -0.624 -0.331

HOMO level ... -10.255 eV
Relative energy (zero: lowest compared OMol25 entry of this formula, charge and spin) ... 166.3 kJ/mol
SMILES string ... O.O.O.O.O.O
HOMO-LUMO gap ... 10.4 eV

---

# 6
Computed, not measured: a 6-piece molecular cluster, H12O6 overall, with ωB97M-V/def2-TZVPD.

Element x y z (Å)
H: -2.429 3.040 -1.612
H: 3.056 -1.098 1.286
H: 0.395 0.099 0.189
H: -1.360 2.460 -2.535
H: 2.050 -1.407 -0.561
H: -2.215 0.275 -2.271
O: -0.337 0.400 0.767
H: 2.715 -0.035 -0.726
O: -1.498 -0.488 3.111
O: -2.352 -0.489 -2.853
H: -0.865 0.993 0.216
H: 2.682 -2.246 2.242
H: -1.217 -0.227 2.207
O: 3.356 -1.576 2.085
O: -1.891 2.253 -1.756
H: -1.473 -0.730 -3.160
O: 2.064 -0.511 -0.192
H: -0.680 -0.713 3.562

Atomic forces in eV per Å
-0.031 -0.132 0.052
0.007 -0.249 0.700
-0.364 0.185 0.560
-0.069 0.006 0.064
-0.043 0.165 0.011
-0.155 -0.105 -0.132
0.171 0.147 -0.781
-0.145 0.000 0.081
-0.035 0.016 -0.365
0.175 0.137 0.076
-0.012 -0.021 0.073
0.026 0.080 0.033
0.020 -0.178 0.620
0.011 0.100 -0.396
0.191 0.071 -0.026
-0.078 -0.037 0.027
0.338 -0.251 -0.566
-0.007 0.065 -0.031

HOMO level ... -10.312 eV
Relative energy (zero: lowest compared OMol25 entry of this formula, charge and spin) ... 122.2 kJ/mol
SMILES string ... O.O.O.O.O.O
HOMO-LUMO gap ... 10.1 eV

---

# 7
Computed, not measured: a 6-piece molecular cluster, H12O6 overall in a non-equilibrium geometry, with ωB97M-V/def2-TZVPD.

Element x y z (Å)
H: 1.354 0.661 3.873
H: -1.491 -2.520 0.088
H: 0.088 0.815 1.323
H: 1.949 0.905 0.325
O: -1.920 2.023 -1.854
O: 1.392 0.751 2.921
O: 2.755 0.751 -0.167
H: -0.101 0.070 0.019
O: -0.332 -1.516 -1.771
H: -1.151 1.877 -1.303
O: -2.355 -2.866 0.310
H: 2.802 1.480 -0.785
H: -2.496 -3.577 -0.314
H: -0.698 -1.440 -2.653
H: 0.613 -1.589 -1.909
H: 2.300 0.994 2.739
O: -0.086 0.951 0.392
H: -2.621 2.231 -1.237

Atomic forces in eV per Å
-0.199 -0.081 0.317
0.285 0.018 -0.229
0.116 0.093 1.500
-0.506 0.296 0.559
0.061 -0.326 -0.728
-0.264 0.022 -0.636
0.129 -0.588 -0.119
-0.269 -0.938 -0.629
0.040 0.369 0.630
0.903 -0.023 0.575
-0.186 0.264 0.327
0.231 0.469 -0.418
-0.100 -0.280 -0.186
-0.272 -0.012 -0.277
0.376 -0.207 -0.111
0.364 0.071 0.031
0.125 0.548 -1.074
-0.832 0.306 0.466

HOMO level (alpha / beta) ... -14.440 / -14.070 eV
Relative energy (zero: lowest compared OMol25 entry of this formula, charge and spin) ... 147.8 kJ/mol
HOMO-LUMO gap (alpha / beta) ... 11.0 / 2.4 eV
Multiplicity ... 2
Charge ... +1

---

# 8
Computed, not measured: a 6-piece molecular cluster, H13O6 overall in a non-equilibrium geometry, with ωB97M-V/def2-TZVPD.

Element x y z (Å)
H: 3.991 1.397 0.404
H: -2.992 1.447 -1.953
H: 1.806 1.331 0.573
O: 0.926 1.135 1.023
O: 3.243 1.158 -0.152
H: -0.344 -0.434 -0.932
H: -2.044 -6.641 -1.805
H: 0.528 3.190 3.638
O: -0.049 -0.822 -0.092
H: -1.294 -5.344 -2.189
O: -2.273 0.807 -1.974
H: 0.313 0.324 0.790
H: -0.746 3.382 2.797
H: -0.001 -1.761 -0.316
O: 0.036 2.837 2.890
H: 0.491 1.800 1.616
H: 2.957 1.964 -0.614
H: -2.639 -0.054 -2.153
O: -1.910 -5.717 -1.550

Atomic forces in eV per Å
0.173 0.104 -0.018
-0.081 -0.235 -0.072
0.029 -0.891 0.210
-1.462 -0.042 0.610
-1.030 0.544 0.018
-0.160 0.282 0.234
0.112 0.304 -0.007
0.043 -0.062 0.009
-0.484 -0.172 -1.080
-0.097 -0.273 -0.025
0.734 0.322 0.286
1.416 0.245 -0.418
-0.234 0.187 0.042
0.171 -0.063 0.674
0.115 -0.231 -0.311
0.495 0.314 0.297
0.812 -0.107 -0.291
-0.556 -0.211 -0.169
0.004 -0.016 0.012

HOMO level ... -13.589 eV
Relative energy (zero: lowest compared OMol25 entry of this formula, charge and spin) ... 96.1 kJ/mol
HOMO-LUMO gap ... 10.5 eV
Charge ... +1

---

no.,electronic energy (eV)
1,-12480.621
2,-12479.746
3,-12479.247
4,-12479.839
5,-12479.391
6,-12479.847
7,-12468.674
8,-12489.529